Version 1
Formula: CH4FNP2
Source: the OMol25 dataset
Level of theory: ωB97M-V/def2-TZVPD

Atoms and positions in Å:
P (-0.867, -1.766, -0.181)
P (-0.623, 0.083, 0.864)
F (1.815, -0.205, -0.438)
N (1.017, 1.886, -0.809)
C (0.934, 0.810, -0.245)
H (-1.620, -2.429, 0.949)
H (0.231, 2.585, -0.631)
H (0.561, -2.029, 0.306)
H (-1.449, 1.065, 0.187)

HOMO in eV: -9.0
Net charge: 0
LUMO in eV: 0.6561
SMILES: [H]/N=C(/F)[PH]#[PH2]

Atom charges from the natural (NBO) analysis, given in e for atoms 1 to 4: -0.004 0.134 -0.350 -0.681

Version 2
Formula: CH4FNP2
Source: the OMol25 dataset
Level of theory: ωB97M-V/def2-TZVPD

Atoms and positions in Å:
P (0.025, -0.382, -1.164)
P (2.315, -0.342, 0.728)
F (0.989, 2.089, -0.361)
N (1.163, -0.924, -0.153)
C (-1.456, -0.362, 0.009)
H (-1.279, -0.948, 0.809)
H (2.011, 1.066, 0.468)
H (-2.277, -0.812, -0.581)
H (-1.491, 0.615, 0.245)

HOMO in eV: -9.0
Net charge: 0
LUMO in eV: -1.5159

Atom charges from the natural (NBO) analysis, given in e for atoms 1 to 4: 1.315 0.863 -0.803 -1.259

Short version: version 2 is the least stable of them.

Version 1
Formula: C13H25As2INi
Source: the OMol25 dataset
Level of theory: ωB97M-V/def2-TZVPD

Atoms and positions in Å:
I (0.009, 2.167, -1.289)
As (-1.500, -0.076, 0.580)
As (1.768, -0.269, 0.716)
Ni (-0.146, -0.366, -1.298)
C (-0.512, 2.475, 3.848)
C (-0.542, 0.928, 2.012)
C (0.855, 0.856, 2.051)
C (-0.001, -2.186, -0.487)
C (-1.068, -1.286, -3.101)
C (0.003, -0.248, -3.486)
C (3.463, 0.688, 0.525)
C (-3.129, 0.961, 0.388)
C (1.574, 1.584, 2.993)
C (-1.239, 1.723, 2.913)
C (0.884, 2.405, 3.888)
C (2.338, -1.603, 2.065)
C (-2.147, -1.525, 1.734)
H (0.573, -0.595, -4.356)
H (-0.426, 0.714, -3.763)
H (-2.329, 1.776, 2.877)
H (-1.957, -1.147, -3.720)
H (4.157, -0.033, 0.070)
H (-1.048, 3.115, 4.551)
H (-1.440, -1.660, 2.560)
H (-3.756, 0.409, -0.321)
H (-0.683, -2.296, -3.245)
H (3.274, 1.530, -0.151)
H (3.830, 1.027, 1.503)
H (-3.627, 1.033, 1.359)
H (3.328, -1.966, 1.758)
H (0.783, -0.120, -2.717)
H (-2.861, 1.945, -0.010)
H (-0.841, -2.770, -0.895)
H (0.034, -2.375, 0.593)
H (0.930, -2.560, -0.936)
H (-2.222, -2.433, 1.130)
H (-1.480, -1.200, -2.075)
H (1.446, 2.994, 4.620)
H (1.608, -2.421, 2.069)
H (-3.126, -1.220, 2.113)
H (2.651, 1.507, 3.042)
H (2.376, -1.115, 3.049)

Expectation value of S²: 2.0108
HOMO (spin up / spin down) in eV: -6.4 / -7.8
Net charge: 0
LUMO (spin up / spin down) in eV: 0.6606 / 0.4418
2S+1: 3

Atom charges from the natural (NBO) analysis, given in e for atoms 1 to 4: -0.623 0.986 0.938 0.876

Version 2
Formula: C13H25As2INi
Source: the OMol25 dataset
Level of theory: ωB97M-V/def2-TZVPD

Atoms and positions in Å:
I (0.757, -2.360, -1.665)
As (1.124, 0.944, 0.450)
As (-1.744, -0.508, 0.798)
Ni (-0.237, -0.357, -0.980)
C (-0.430, -0.806, 2.263)
C (-3.097, -1.804, 1.324)
C (-2.596, 1.142, 1.395)
C (0.426, -1.766, 4.307)
C (1.850, -0.315, 2.994)
C (0.536, 0.200, -5.846)
C (-0.790, 1.252, -1.748)
C (-0.609, -1.634, 3.365)
C (0.614, 2.539, 1.486)
C (3.078, 0.937, 0.299)
C (0.830, -0.200, 2.067)
C (0.569, -1.292, -5.517)
C (1.638, -1.096, 4.136)
H (0.203, -1.501, -4.506)
H (3.391, -0.077, 0.046)
H (-3.343, -1.672, 2.383)
H (0.286, 3.329, 0.802)
H (-2.562, 1.188, 2.493)
H (1.189, 0.419, -6.698)
H (-0.202, 2.269, 2.161)
H (-2.695, -2.799, 1.124)
H (-3.639, 1.085, 1.050)
H (2.794, 0.205, 2.855)
H (-3.965, -1.603, 0.691)
H (0.874, 0.808, -5.003)
H (-0.472, 0.524, -6.117)
H (0.056, 1.849, -2.119)
H (3.347, 1.615, -0.527)
H (3.531, 1.268, 1.236)
H (-2.097, 2.009, 0.947)
H (-1.500, 1.855, -1.172)
H (-0.042, -1.860, -6.227)
H (1.478, 2.865, 2.076)
H (1.590, -1.682, -5.577)
H (-1.538, -2.186, 3.503)
H (-1.297, 0.777, -2.607)
H (0.267, -2.408, 5.176)
H (2.427, -1.155, 4.883)

Expectation value of S²: 2.0110
HOMO (spin up / spin down) in eV: -6.9 / -8.2
Net charge: 0
LUMO (spin up / spin down) in eV: 0.4637 / 0.2604
2S+1: 3

Atom charges from the natural (NBO) analysis, given in e for atoms 1 to 4: -0.621 0.936 0.933 0.829

Short version: version 1 is the least stable of them.

Version 1
Formula: C9H21NOP
Source: the OMol25 dataset
Level of theory: ωB97M-V/def2-TZVPD

Atoms and positions in Å:
P (1.777, -1.185, -0.959)
O (0.403, -0.935, -2.015)
N (2.773, 0.325, -1.079)
C (-1.804, 0.108, -1.061)
C (3.503, 0.415, 0.096)
C (-3.031, -0.330, -0.065)
C (2.760, 0.905, 1.476)
C (-2.569, -0.835, 1.426)
C (5.125, 0.045, -0.022)
C (-0.987, 1.455, -0.604)
C (-4.182, 0.828, 0.157)
C (-0.861, -1.217, -1.314)
H (5.792, 0.992, 0.257)
H (-3.792, 1.864, -0.222)
H (-1.939, -0.062, 2.040)
H (-4.452, 0.851, 1.317)
H (-1.986, -1.858, 1.417)
H (3.409, 1.793, 1.938)
H (1.683, 1.370, 1.275)
H (2.593, 0.033, 2.268)
H (2.575, -2.324, -1.367)
H (0.194, 1.289, -0.654)
H (-3.578, -1.054, 2.026)
H (-1.196, 2.362, -1.350)
H (-0.570, -1.785, -0.307)
H (-1.517, -1.992, -1.942)
H (1.435, -1.343, 0.432)
H (5.361, -0.887, 0.657)
H (-1.323, 1.860, 0.464)
H (-3.560, -1.266, -0.582)
H (-2.304, 0.355, -2.116)
H (-5.142, 0.445, -0.440)
H (5.412, -0.223, -1.145)

HOMO in eV: -13.4
Net charge: +1
LUMO in eV: -5.0483
SMILES: CC(C)=[N+]=[PH2]OC[C@H](C)C(C)C

Atom charges from the natural (NBO) analysis, given in e for atoms 1 to 4: 1.456 -0.718 -0.830 -0.252

Version 2
Formula: C9H21NOP
Source: the OMol25 dataset
Level of theory: ωB97M-V/def2-TZVPD

Atoms and positions in Å:
P (0.509, 0.467, -1.333)
O (1.431, 0.382, -0.096)
N (-1.311, -0.064, -0.471)
C (2.549, -0.361, 0.334)
C (-1.577, 1.692, 1.026)
C (-2.182, 1.166, -0.220)
C (-2.136, 2.278, -1.286)
C (-1.516, -1.257, 0.008)
C (3.588, 0.616, 0.893)
C (-2.535, -1.545, 0.997)
C (3.345, -1.103, -0.804)
C (-0.725, -2.452, -0.425)
H (-1.561, 2.064, -2.110)
H (0.392, -2.172, -0.425)
H (4.328, -1.488, -0.694)
H (-2.083, -1.657, 1.956)
H (-1.578, 0.891, 1.811)
H (-0.544, 2.057, 0.928)
H (4.271, -0.063, 1.462)
H (-1.122, -2.644, -1.422)
H (-3.194, 2.365, -1.592)
H (-2.854, -2.526, 0.813)
H (-0.857, -3.376, 0.100)
H (2.167, -1.067, 1.148)
H (-1.865, 3.221, -0.791)
H (4.093, 1.080, 0.154)
H (-2.201, 2.511, 1.498)
H (-3.286, -0.725, 1.018)
H (-3.147, 0.767, -0.132)
H (3.413, -0.332, -1.617)
H (0.243, 1.782, -0.973)
H (2.741, -1.908, -1.270)
H (3.204, 1.404, 1.516)

HOMO in eV: -13.4
Net charge: +1
LUMO in eV: -3.2361
SMILES: CC(C)=[N+](POC(C)C)C(C)C

Atom charges from the natural (NBO) analysis, given in e for atoms 1 to 4: 1.156 -0.830 -0.500 0.112

Short version: version 1 is the least stable of them.

Version 1
Formula: C2H2N3O
Source: the OMol25 dataset
Level of theory: ωB97M-V/def2-TZVPD

Atoms and positions in Å:
O (3.097, -1.558, -0.796)
N (1.054, -1.100, 3.051)
N (2.180, -1.225, -0.201)
N (-0.305, -0.246, 0.179)
C (1.140, -0.988, 1.942)
C (1.241, -0.962, 0.543)
H (-0.701, -0.896, -0.414)
H (-0.914, -0.224, 0.966)

HOMO (spin up / spin down) in eV: -17.0 / -17.0
Net charge: +1
LUMO (spin up / spin down) in eV: -9.4104 / -9.4107
SMILES: N#CC(=[NH2+])N=O

Atom charges from the natural (NBO) analysis, given in e for atoms 1 to 4: 0.082 -0.062 0.401 -0.568

Version 2
Formula: C2H2N3O
Source: the OMol25 dataset
Level of theory: ωB97M-V/def2-TZVPD

Atoms and positions in Å:
O (-1.857, -1.962, 0.014)
N (1.460, -0.670, -0.194)
N (-0.471, 2.586, -0.036)
N (-1.359, -0.938, 0.041)
C (-0.626, 1.453, 0.056)
C (-0.780, 0.098, 0.130)
H (1.785, -0.630, 0.772)
H (1.848, 0.063, -0.783)

HOMO (spin up / spin down) in eV: -16.7 / -16.7
Net charge: +1
LUMO (spin up / spin down) in eV: -10.0602 / -10.0557

Atom charges from the natural (NBO) analysis, given in e for atoms 1 to 4: -0.018 -0.324 -0.051 0.369

Short version: version 2 is the least stable of them.